1.
DFT (ωB97M-V with the def2-TZVPD basis set) results for C60H53F7N2O4P4S2Sc as an isolated structure at a distorted geometry.

Geometry (Å):
Sc  0.33  0.65  1.53
F  -2.26  -0.60  4.99
C  -2.57  0.69  5.06
F  -1.95  1.22  6.09
F  -3.88  0.83  5.20
S  -2.02  1.52  3.47
O  -1.28  0.48  2.71
O  -3.17  2.04  2.80
N  -1.06  2.58  4.09
S  0.07  3.34  3.33
O  -0.16  4.71  3.05
O  0.53  2.53  2.17
C  1.49  3.27  4.56
F  1.82  4.49  4.93
F  2.53  2.70  3.96
F  1.15  2.55  5.62
C  -4.50  0.92  -0.70
N  -3.15  0.56  -0.27
P  -2.75  -1.05  0.14
C  -3.56  -2.04  -1.20
C  -4.93  -2.31  -1.23
C  -5.49  -3.01  -2.28
C  -4.69  -3.46  -3.33
C  -3.33  -3.24  -3.30
C  -2.77  -2.54  -2.24
C  -3.95  -1.53  1.44
C  -3.93  -2.88  1.78
C  -4.80  -3.38  2.74
C  -5.70  -2.53  3.37
C  -5.72  -1.19  3.03
C  -4.84  -0.68  2.09
P  -1.83  1.66  -0.45
C  -2.71  3.28  -0.35
C  -3.60  3.66  -1.35
C  -4.30  4.85  -1.26
C  -4.09  5.70  -0.18
C  -3.17  5.35  0.81
C  -2.50  4.14  0.72
C  -1.52  1.70  -2.27
C  -0.90  2.80  -2.85
C  -0.56  2.79  -4.20
C  -0.85  1.68  -4.98
C  -1.51  0.60  -4.42
C  -1.83  0.61  -3.07
H  -5.20  0.18  -0.33
H  -4.59  0.96  -1.79
H  -4.79  1.88  -0.29
H  -5.57  -1.98  -0.42
H  -6.55  -3.20  -2.29
H  -5.14  -4.01  -4.15
H  -2.70  -3.60  -4.10
H  -1.70  -2.39  -2.21
H  -3.25  -3.55  1.27
H  -4.78  -4.44  2.99
H  -6.38  -2.92  4.12
H  -6.43  -0.53  3.52
H  -4.85  0.38  1.86
H  -3.75  3.03  -2.22
H  -5.01  5.12  -2.03
H  -4.63  6.63  -0.10
H  -2.99  6.01  1.65
H  -1.80  3.88  1.49
H  -0.68  3.68  -2.27
H  -0.08  3.65  -4.64
H  -0.57  1.66  -6.02
H  -1.77  -0.26  -5.03
H  -2.35  -0.23  -2.63
C  1.69  -0.76  -2.78
C  1.07  -1.86  -1.90
P  2.56  -2.57  -1.01
C  2.11  -4.02  0.04
C  0.90  -4.34  0.62
C  0.78  -5.42  1.48
C  1.89  -6.21  1.77
C  3.11  -5.90  1.19
C  3.22  -4.80  0.35
C  3.11  -3.61  -2.44
C  2.29  -4.62  -2.92
C  2.69  -5.41  -3.99
C  3.94  -5.21  -4.57
C  4.77  -4.21  -4.09
C  4.36  -3.41  -3.03
C  1.84  0.72  -2.32
P  1.98  1.35  -0.57
C  1.89  3.15  -0.95
C  0.85  3.93  -0.45
C  0.83  5.30  -0.64
C  1.85  5.92  -1.34
C  2.90  5.15  -1.85
C  2.92  3.78  -1.66
C  3.76  1.28  -0.19
C  4.70  0.57  -0.92
C  6.04  0.61  -0.53
C  6.43  1.34  0.58
C  5.48  2.06  1.31
C  4.15  2.03  0.92
H  1.13  -0.70  -3.72
H  2.69  -1.13  -3.02
H  0.63  -2.62  -2.54
H  0.28  -1.47  -1.25
H  0.01  -3.77  0.37
H  -0.17  -5.65  1.93
H  1.80  -7.05  2.44
H  3.98  -6.51  1.40
H  4.19  -4.56  -0.09
H  1.32  -4.81  -2.46
H  2.04  -6.20  -4.35
H  4.25  -5.82  -5.41
H  5.74  -4.06  -4.54
H  5.01  -2.63  -2.65
H  0.97  1.28  -2.66
H  2.71  1.13  -2.83
H  0.05  3.46  0.10
H  0.01  5.88  -0.24
H  1.85  6.99  -1.48
H  3.70  5.63  -2.40
H  3.74  3.19  -2.06
H  4.41  -0.02  -1.78
H  6.78  0.06  -1.10
H  7.46  1.36  0.89
H  5.78  2.63  2.18
H  3.40  2.57  1.49
F  4.40  -1.09  6.17
C  3.57  -0.75  5.16
C  4.06  -0.66  3.88
C  3.19  -0.34  2.85
C  1.83  -0.10  3.05
C  1.39  -0.21  4.38
C  2.24  -0.53  5.43
H  5.11  -0.84  3.69
H  3.61  -0.32  1.85
H  0.34  -0.05  4.63
H  1.87  -0.61  6.45

Computed properties:
- multiplicity = 1
- total charge = +1
- DFT total energy (eV) = -172795.0736
- HOMO energy (eV) = -10.378

=====

2.
DFT (ωB97M-V with the def2-TZVPD basis set) results for C5H9N as an isolated structure at a distorted geometry.

Geometry (Å):
C  -1.35  0.86  0.49
C  -1.78  -0.27  -0.39
C  -0.52  -0.38  0.37
N  0.65  -0.50  -0.49
C  2.01  -0.79  0.22
C  1.73  0.49  -0.48
H  -0.98  1.73  -0.03
H  -1.93  1.04  1.39
H  -2.64  -0.82  -0.04
H  -1.60  -0.16  -1.45
H  -0.57  -1.02  1.25
H  1.77  -0.63  1.29
H  1.47  -1.55  -0.84
H  2.30  0.65  -1.39
H  1.44  1.35  0.11

Computed properties:
- multiplicity = 1
- relative energy (zero: lowest compared OMol25 entry of this formula, charge and spin) (eV) = 5.844
- total charge = 0
- DFT total energy (eV) = -6815.1508
- HOMO energy (eV) = -8.335

=====

3.
DFT (ωB97M-V with the def2-TZVPD basis set) results for C28H52ErP2 as an isolated structure at a distorted geometry.

Geometry (Å):
Er  -0.30  2.11  0.65
C  0.34  1.04  2.64
C  1.51  1.60  2.02
C  0.09  3.36  2.63
C  -0.53  2.13  3.01
C  1.34  3.04  1.99
C  0.15  -0.35  3.13
H  0.98  -0.99  2.82
H  -0.80  -0.81  2.84
H  0.15  -0.33  4.24
C  -1.80  2.00  3.78
H  -2.45  1.24  3.33
H  -2.35  2.95  3.81
H  -1.60  1.69  4.82
C  -0.47  4.72  2.85
H  -0.57  5.00  3.91
H  -1.47  4.78  2.41
H  0.15  5.48  2.38
C  2.23  4.01  1.32
H  2.52  4.83  2.00
H  1.73  4.46  0.45
H  3.15  3.51  0.99
C  2.75  0.90  1.56
H  3.62  1.46  1.92
H  2.86  0.81  0.46
H  2.81  -0.10  2.00
C  0.14  -2.85  0.18
C  1.27  -3.09  0.85
C  2.66  -2.76  0.40
C  2.92  -2.75  -1.13
C  2.94  -1.38  -1.75
C  1.96  -0.47  -1.70
C  0.72  -0.57  -0.83
C  -0.02  -1.92  -0.98
H  3.35  -3.51  0.83
H  2.23  -3.43  -1.66
H  2.98  -1.81  0.86
H  0.24  -2.42  -1.93
H  -0.79  -3.36  0.45
H  1.21  -3.68  1.78
H  -1.10  -1.72  -1.09
H  0.99  -0.48  0.23
H  2.10  0.50  -2.21
H  0.00  0.25  -1.10
H  3.92  -3.18  -1.31
H  3.87  -1.14  -2.30
P  -0.28  -0.54  -3.83
P  -0.40  2.51  -4.37
C  -0.52  -0.03  -5.62
C  -1.14  1.35  -5.68
H  -1.17  -0.77  -6.11
H  0.46  -0.06  -6.13
H  -0.99  1.80  -6.67
H  -2.22  1.31  -5.48
C  -1.06  3.97  -5.28
H  -0.66  4.88  -4.85
H  -2.15  3.99  -5.20
H  -0.79  3.92  -6.35
C  1.26  2.56  -5.20
H  1.16  2.54  -6.29
H  1.89  1.72  -4.88
H  1.76  3.49  -4.90
C  -1.95  -1.34  -3.69
H  -2.17  -1.53  -2.64
H  -1.96  -2.28  -4.24
H  -2.71  -0.66  -4.09
C  0.72  -2.04  -4.32
H  1.28  -1.81  -5.24
H  0.06  -2.90  -4.49
H  1.46  -2.27  -3.55
C  -2.36  -1.95  6.25
C  -2.35  -2.95  5.07
C  -3.43  -4.03  5.25
C  -2.51  -2.20  3.82
H  -3.24  -1.30  6.20
H  -1.46  -1.32  6.22
H  -2.37  -2.48  7.21
H  -1.37  -3.45  5.01
H  -4.43  -3.59  5.23
H  -3.37  -4.77  4.44
H  -3.31  -4.55  6.19
H  -3.12  -1.31  3.82
H  -2.23  -2.67  2.87

Computed properties:
- multiplicity = 4
- total charge = +1
- DFT total energy (eV) = -76066.4207
- HOMO energy (spin up / spin down) (eV) = -10.094 / -9.284

=====

4.
DFT (ωB97M-V with the def2-TZVPD basis set) results for C24H19BrNO2PtSbSe4 as an isolated structure.

Geometry (Å):
Pt  -0.51  -0.40  1.71
Br  -2.59  -0.97  3.16
C  -3.73  0.13  2.12
C  -4.99  0.38  2.57
C  -5.86  1.17  1.78
C  -5.44  1.65  0.58
C  -4.13  1.39  0.10
C  -3.71  1.87  -1.17
C  -2.45  1.58  -1.61
C  -1.55  0.82  -0.82
C  -1.88  0.34  0.44
C  -3.23  0.61  0.89
H  -5.32  -0.03  3.53
H  -6.87  1.38  2.13
H  -6.11  2.26  -0.04
H  -4.39  2.47  -1.76
H  -2.12  1.94  -2.58
H  -0.56  0.62  -1.20
Se  -0.40  -4.44  4.74
Sb  0.98  -3.17  3.19
Se  0.98  -0.71  3.78
Se  -0.14  -3.02  0.94
Se  3.28  -3.98  2.91
C  -0.63  -2.47  -2.53
O  0.76  -2.33  -2.93
C  1.16  -1.03  -3.01
C  0.78  -0.25  -4.09
C  1.22  1.06  -4.19
C  2.07  1.56  -3.21
C  2.45  0.77  -2.13
C  2.00  -0.54  -2.01
N  2.37  -1.45  -1.00
C  3.02  -1.30  0.15
C  3.15  -0.18  0.96
C  4.26  -0.13  1.86
C  4.46  0.95  2.65
C  3.50  2.01  2.64
C  2.35  1.93  1.91
C  2.10  0.79  1.09
O  1.00  0.60  0.47
H  -1.28  -1.97  -3.25
H  -0.79  -2.06  -1.54
H  -0.84  -3.54  -2.52
H  0.12  -0.69  -4.83
H  0.90  1.68  -5.02
H  2.43  2.58  -3.27
H  3.12  1.17  -1.39
H  2.09  -2.40  -1.18
H  3.48  -2.22  0.51
H  4.93  -0.98  1.89
H  5.31  0.99  3.32
H  3.66  2.88  3.27
H  1.58  2.68  1.97

Computed properties:
- multiplicity = 1
- relative energy (zero: lowest compared OMol25 entry of this formula, charge and spin) (eV) = 1.866
- total charge = -2
- DFT total energy (eV) = -371995.9140
- HOMO energy (spin up / spin down) (eV) = -1.018 / -1.017